# 1
13
Properties=species:S:1:pos:R:3:forces:R:3 method="wB97M-V/def2-TZVPD" energy_ev=-7793.79066 homo_lumo_gap_ev="7.47 / 7.47" spin_multiplicity=1 e_above_lowest_kj_mol=564.8 homo_energy_ev="-8.3 / -8.3" molar_mass_g_mol=85.1
O 1.689 0.807 -0.961 -1.05 -0.30 -0.14
N 0.709 1.396 1.096 -0.52 -0.18 -0.46
C 0.000 -1.470 0.298 -0.77 0.73 -0.87
C -0.496 -0.403 -0.432 -0.93 -1.07 0.04
C 1.010 0.469 0.022 2.49 -0.73 1.62
C -1.442 0.041 -1.226 0.40 0.16 -0.23
H -2.250 -0.587 -1.582 -0.04 0.03 0.21
H 0.614 -2.230 -0.174 0.15 0.17 0.04
H -0.289 -1.646 1.330 0.17 0.17 0.00
H 0.273 0.947 1.894 -0.04 0.01 -0.13
H 1.443 -0.489 0.652 0.19 0.98 -0.24
H 0.105 2.130 0.738 -0.04 0.01 0.11
H -1.366 1.035 -1.655 -0.01 0.02 0.07

# 2
84
Properties=species:S:1:pos:R:3:forces:R:3 method="wB97M-V/def2-TZVPD" energy_ev=-40049.48961 homo_lumo_gap_ev=10.43 spin_multiplicity=1 e_above_lowest_kj_mol=51.1 smiles=CC(C)O.CC(C)O.CC(C)O.CC(C)O.CC(C)O.CC(C)O.O.O.O.O homo_energy_ev=-10.0 molar_mass_g_mol=432.6
O 0.488 -2.177 1.077 -0.29 -0.68 0.67
O -0.431 3.565 1.488 0.11 -0.59 -0.02
O -0.187 0.968 0.141 0.22 -0.66 -0.38
O 3.176 0.312 0.079 0.10 0.49 -0.07
O 2.304 -1.162 -2.158 0.21 -0.15 0.85
O 2.328 -0.691 2.496 -0.18 0.26 -2.03
O 4.714 2.037 -1.535 0.03 0.54 -0.21
O -0.768 -1.362 -1.288 0.38 -0.71 0.38
O -2.252 2.350 3.697 -0.16 -0.43 -0.05
O -6.277 0.290 -2.883 0.85 -0.41 0.47
C -5.381 -1.237 -1.129 -0.15 -0.43 -0.36
C -4.069 0.753 -1.934 -0.46 -0.04 -0.25
C 4.476 2.880 -3.771 0.31 1.26 -0.76
C -3.231 1.210 1.818 -1.06 -1.52 -0.16
C 3.620 0.775 3.876 -0.12 0.28 0.44
C 0.989 -1.863 -3.992 0.07 -1.04 -0.97
C -1.776 -2.395 1.906 0.04 -0.14 1.33
C -0.455 -3.122 1.647 -0.05 0.49 -0.67
C -3.426 1.585 3.266 0.84 0.88 0.76
C 3.218 -0.659 3.573 0.21 -0.06 0.29
C 3.113 -0.687 -4.281 0.67 0.98 0.14
C 3.981 2.993 -2.350 0.72 -0.70 0.16
C 2.537 2.632 -2.245 -1.18 -0.35 -0.75
C -0.640 -4.267 0.676 0.01 -1.12 1.19
C 2.412 -1.700 -3.455 -1.82 0.09 -0.49
C -5.088 -0.310 -2.317 0.37 -0.88 0.15
C -4.616 2.446 3.576 -1.17 0.34 -0.58
C 2.511 -1.322 4.720 0.06 0.07 1.15
H -4.497 1.389 -1.158 0.16 0.22 -0.11
H -1.504 1.737 3.665 -0.10 0.13 0.05
H 3.311 -1.023 -5.292 0.13 -0.03 -0.14
H -2.126 -1.841 1.042 0.10 0.13 -0.13
H 2.950 1.468 3.369 0.07 0.00 -0.21
H -7.035 -0.251 -2.632 0.15 0.03 -0.08
H 2.368 1.615 -2.625 0.26 0.11 0.18
H 2.899 -2.675 -3.470 0.26 -0.09 0.20
H 3.836 3.474 -4.436 -0.12 -0.33 0.04
H 4.121 -1.248 3.369 -0.01 0.01 -0.24
H -4.439 -1.586 -0.694 -0.03 0.40 0.20
H -1.469 -4.884 1.051 -0.31 0.39 -0.46
H -3.161 0.284 -1.552 -0.05 -0.07 0.08
H -5.555 1.914 3.363 0.27 -0.14 -0.02
H 3.302 1.196 -0.328 0.18 -0.81 0.37
H 0.164 -5.008 0.740 0.39 0.55 -0.45
H -0.932 3.290 2.273 -0.01 0.16 -0.33
H -3.780 1.321 -2.819 -0.14 0.26 0.14
H -1.467 -1.982 -1.534 0.16 0.20 -0.01
H 4.647 0.951 3.571 0.05 0.28 0.03
H -0.280 2.735 0.989 -0.27 0.47 0.26
H -3.489 0.723 3.947 0.07 -0.22 -0.50
H -3.152 2.028 1.110 0.35 0.34 0.29
H 2.071 2.663 -1.268 0.22 0.23 0.43
H -0.024 -3.510 2.572 -0.16 0.03 0.10
H 0.965 -1.768 1.831 0.22 0.22 -0.61
H 3.495 0.996 4.939 0.32 -0.01 -0.03
H 3.047 -1.104 5.653 -0.03 -0.10 -0.13
H -6.022 -0.774 -0.376 0.17 0.01 0.07
H 2.467 -2.408 4.649 -0.16 -0.01 -0.28
H 5.643 2.268 -1.655 -0.05 -0.24 0.25
H 2.485 0.209 -4.295 -0.03 -0.08 -0.31
H 4.026 -0.355 -3.777 0.19 -0.27 -0.23
H 0.429 -0.932 -4.043 0.10 0.19 0.39
H 4.229 3.991 -1.981 -0.39 0.11 0.11
H 0.441 -2.607 -3.409 -0.08 0.16 0.05
H 1.004 -2.242 -5.027 0.13 0.00 0.25
H -2.584 -3.049 2.257 0.23 -0.23 -0.32
H -4.084 0.601 1.457 0.11 0.24 0.26
H 1.508 -0.907 4.849 -0.02 -0.07 -0.14
H 0.669 0.575 0.400 -0.48 0.15 -0.26
H -1.632 -1.726 2.767 0.01 0.28 -0.46
H 5.446 3.387 -3.886 0.05 -0.36 0.18
H -0.249 -1.817 -0.571 -0.52 0.57 -0.22
H -5.832 -2.184 -1.464 -0.31 0.38 -0.03
H -2.391 0.518 1.751 0.31 0.36 -0.25
H 1.427 -1.379 -1.807 0.29 0.12 -0.03
H 1.919 3.261 -2.896 0.22 0.14 0.16
H -0.580 0.322 -0.500 0.46 0.66 0.73
H -4.692 2.750 4.618 0.37 0.00 0.04
H 4.564 1.865 -4.142 -0.18 -0.16 0.11
H -4.665 3.338 2.940 0.29 -0.03 0.16
H 2.703 -0.239 1.673 -0.31 -0.66 1.12
H -4.580 -0.994 -3.034 -0.50 0.54 -0.24
H -0.802 -3.921 -0.333 -0.11 -0.12 -0.32
H 3.617 -0.299 -0.535 -0.44 0.22 0.06

# 3
23
Properties=species:S:1:pos:R:3:forces:R:3 method="wB97M-V/def2-TZVPD" energy_ev=-7961.51330 total_charge=+1 homo_lumo_gap_ev=7.17 spin_multiplicity=1 e_above_lowest_kj_mol=378.1 homo_energy_ev=-13.0 molar_mass_g_mol=102.2
N -0.859 -3.884 1.328 0.01 -0.46 0.02
C 0.467 1.276 -0.688 1.47 2.45 1.10
C 0.609 1.655 1.929 0.58 -0.57 -0.80
C -0.420 0.226 -1.451 -0.76 -1.78 -1.28
C 0.084 2.128 0.560 -1.28 0.99 1.88
C 0.190 -0.585 -2.608 1.78 0.20 1.19
C -0.366 -0.328 -0.157 -1.07 0.64 0.28
H 1.271 -0.407 -2.528 -0.09 -0.03 -0.64
H -1.276 -0.330 0.448 0.24 0.81 0.22
H 0.477 -0.730 0.390 0.34 -0.63 -0.80
H 1.699 1.653 1.836 -0.01 -0.31 0.39
H -1.718 -3.808 1.851 0.09 -0.08 0.19
H 0.246 0.649 2.155 0.19 -0.09 0.03
H 0.405 3.160 0.416 0.56 -0.18 -0.28
H 1.536 1.067 -0.645 -0.14 -0.75 0.06
H -0.172 -0.400 -3.608 -0.20 0.44 0.03
H 0.472 2.148 -1.362 -0.66 -0.65 -0.74
H 0.108 -1.643 -2.375 -0.40 -0.06 -0.14
H 0.359 2.241 2.809 -0.23 0.47 -0.38
H -0.992 2.319 0.671 -0.07 -0.60 -0.51
H -0.070 -4.108 1.928 -0.32 0.19 -0.08
H -0.707 -3.029 0.833 0.22 0.33 -0.13
H -1.341 0.731 -1.733 -0.25 -0.33 0.39

Copy entry 3 word for word.
23
Properties=species:S:1:pos:R:3:forces:R:3 method="wB97M-V/def2-TZVPD" energy_ev=-7961.51330 total_charge=+1 homo_lumo_gap_ev=7.17 spin_multiplicity=1 e_above_lowest_kj_mol=378.1 homo_energy_ev=-13.0 molar_mass_g_mol=102.2
N -0.859 -3.884 1.328 0.01 -0.46 0.02
C 0.467 1.276 -0.688 1.47 2.45 1.10
C 0.609 1.655 1.929 0.58 -0.57 -0.80
C -0.420 0.226 -1.451 -0.76 -1.78 -1.28
C 0.084 2.128 0.560 -1.28 0.99 1.88
C 0.190 -0.585 -2.608 1.78 0.20 1.19
C -0.366 -0.328 -0.157 -1.07 0.64 0.28
H 1.271 -0.407 -2.528 -0.09 -0.03 -0.64
H -1.276 -0.330 0.448 0.24 0.81 0.22
H 0.477 -0.730 0.390 0.34 -0.63 -0.80
H 1.699 1.653 1.836 -0.01 -0.31 0.39
H -1.718 -3.808 1.851 0.09 -0.08 0.19
H 0.246 0.649 2.155 0.19 -0.09 0.03
H 0.405 3.160 0.416 0.56 -0.18 -0.28
H 1.536 1.067 -0.645 -0.14 -0.75 0.06
H -0.172 -0.400 -3.608 -0.20 0.44 0.03
H 0.472 2.148 -1.362 -0.66 -0.65 -0.74
H 0.108 -1.643 -2.375 -0.40 -0.06 -0.14
H 0.359 2.241 2.809 -0.23 0.47 -0.38
H -0.992 2.319 0.671 -0.07 -0.60 -0.51
H -0.070 -4.108 1.928 -0.32 0.19 -0.08
H -0.707 -3.029 0.833 0.22 0.33 -0.13
H -1.341 0.731 -1.733 -0.25 -0.33 0.39